2 unconnected molecules or ions with the total composition C2H5N3O2 at a distorted geometry. Source: the Open Molecules 2025 dataset; level of theory: the ωB97M-V functional and the def2-TZVPD basis.

Each line ends with the Löwdin charge.
Element x y z (Å)
N 1.88642 -1.92090 1.29490  0.22
N 2.47018 -1.64823 0.37510  -0.33
O 3.24910 -1.44710 -0.44111  0.12
C -0.88374 1.57706 -0.65826  0.02
C -0.44382 0.17694 -0.21065  -0.58
N -1.05363 -0.46929 0.82416  0.14
O 0.41899 -0.29355 -0.90706  0.03
H -0.28426 1.92236 -1.42509  0.06
H -0.71837 2.19709 0.20070  0.08
H -1.85780 1.56390 -0.84018  0.03
H -2.04254 -0.21658 0.93220  0.11
H -0.74051 -1.44170 0.85529  0.09

Atoms 1-6, force components in eV/Å:
-0.47 0.32 -0.70
-0.93 -1.17 3.32
1.44 0.80 -2.60
2.51 -1.34 3.75
-0.36 1.51 -1.94
-0.27 0.24 -0.33

## Properties
charge	0
HOMO	-9.75	eV
ΔE to the lowest compared entry with this formula, charge and spin	320.4	kJ/mol
lowest unoccupied orbital energy	0.8609	eV
SMILES	N#[N+][O-].CC(N)=O